{"formula": "C33H56O27", "method": "ωB97M-V/def2-TZVPD", "symbols": ["C", "C", "C", "O", "C", "O", "O", "H", "H", "H", "H", "H", "H", "C", "C", "C", "O", "C", "O", "O", "H", "H", "H", "H", "H", "H", "C", "C", "C", "O", "C", "O", "O", "H", "H", "H", "H", "H", "H", "C", "C", "C", "O", "C", "O", "O", "H", "H", "H", "H", "H", "H", "C", "C", "O", "C", "O", "O", "C", "H", "H", "H", "H", "H", "H", "H", "H", "C", "C", "O", "C", "O", "O", "C", "H", "H", "H", "H", "H", "H", "H", "H", "C", "O", "C", "O", "O", "C", "H", "H", "H", "H", "H", "H", "C", "O", "C", "O", "O", "C", "H", "H", "H", "H", "H", "H", "O", "C", "O", "C", "C", "O", "H", "H", "H", "H"], "positions_angstrom": [[5.8397, -0.2469, -2.6607], [5.3043, -1.6901, -2.5916], [4.8426, -2.2566, -3.9283], [5.5921, -3.4604, -4.0509], [6.4893, -3.5693, -3.0504], [7.2765, -4.4512, -2.9421], [6.3680, -2.5443, -2.1856], [4.9813, 0.4118, -2.5065], [6.2523, 0.0478, -3.6258], [6.5713, -0.1022, -1.8699], [4.5364, -1.7347, -1.8193], [4.9847, -1.5977, -4.7883], [3.7619, -2.4153, -3.9590], [-4.4128, 2.1887, 0.1737], [-4.3468, 0.8014, -0.4037], [-5.0750, 0.5841, -1.7544], [-4.1101, -0.1820, -2.5095], [-2.9461, -0.2758, -1.8530], [-1.9507, -0.7544, -2.2925], [-3.0076, 0.4321, -0.6888], [-5.1813, 2.8322, -0.2507], [-3.4721, 2.7294, 0.0362], [-4.4903, 2.1229, 1.2610], [-4.7651, 0.0701, 0.2940], [-5.2517, 1.5047, -2.3053], [-5.9518, -0.0320, -1.5840], [-3.0379, -2.6240, 1.0328], [-2.8013, -3.4793, 2.2714], [-2.9491, -5.0139, 2.1477], [-1.6732, -5.4878, 2.6105], [-0.8812, -4.4705, 2.9477], [0.2379, -4.6426, 3.3323], [-1.4474, -3.2892, 2.6639], [-2.6162, -1.6207, 1.1401], [-4.0894, -2.4611, 0.7875], [-2.5284, -2.9915, 0.1399], [-3.4445, -3.1665, 3.0959], [-3.1399, -5.4200, 1.1562], [-3.7908, -5.3543, 2.7503], [-4.5210, 5.7949, 0.6813], [-3.5196, 5.7793, 1.8444], [-4.0957, 5.2563, 3.1378], [-3.1016, 4.3934, 3.6924], [-2.2717, 4.0233, 2.6806], [-1.4808, 3.1364, 2.6819], [-2.5403, 4.7600, 1.6002], [-5.0990, 4.8739, 0.7148], [-4.0096, 5.7790, -0.2795], [-5.1139, 6.7014, 0.7867], [-3.0067, 6.7397, 1.9119], [-5.0498, 4.7494, 2.9766], [-4.3052, 6.0430, 3.8636], [-2.1820, -7.8576, -0.9792], [-2.8529, -6.6356, -1.5853], [-2.1926, -5.4236, -1.2329], [-1.2782, -4.8641, -1.9868], [-1.1318, -4.9765, -3.1717], [-0.5225, -4.0978, -1.1462], [0.3155, -3.1129, -1.7529], [-1.9300, -7.6810, 0.0706], [-1.2683, -8.2575, -1.4135], [-2.9803, -8.6032, -0.9674], [-3.8531, -6.6581, -1.1544], [-2.9796, -6.7138, -2.6648], [1.0952, -3.5155, -2.3926], [0.7539, -2.4880, -0.9749], [-0.3369, -2.4073, -2.2753], [1.3877, -1.4861, 3.7684], [2.3105, -2.6106, 4.2879], [3.5432, -1.9878, 4.6742], [4.6761, -2.6560, 4.6886], [5.7474, -2.1407, 4.7978], [4.4825, -3.9840, 4.6857], [5.6140, -4.7725, 4.3366], [0.3721, -1.8722, 3.7203], [1.7361, -1.0545, 2.8346], [1.4051, -0.7333, 4.5597], [2.3860, -3.3919, 3.5421], [1.8135, -2.9263, 5.2033], [5.6231, -4.8837, 3.2532], [5.5703, -5.7703, 4.7673], [6.5452, -4.3290, 4.6816], [2.6175, 3.2846, -3.1998], [3.7000, 3.7346, -2.4313], [3.5601, 4.9207, -1.8420], [2.6348, 5.6817, -1.9558], [4.5572, 5.0615, -0.9963], [4.5559, 6.2418, -0.2010], [2.7595, 2.3416, -3.7206], [2.1472, 3.9498, -3.9327], [1.7608, 3.1169, -2.5346], [3.6735, 6.2585, 0.4316], [4.5095, 7.1458, -0.8150], [5.5286, 6.3201, 0.2730], [-0.0612, 5.2771, -0.4769], [-1.0793, 4.7730, -1.3234], [-0.9011, 4.9832, -2.6499], [-0.0002, 5.5610, -3.1526], [-1.9146, 4.4815, -3.3492], [-2.9402, 3.7079, -2.7268], [0.6866, 4.4798, -0.4151], [-0.4246, 5.5645, 0.5043], [0.5553, 6.1081, -0.8282], [-3.6816, 3.4836, -3.4934], [-3.4093, 4.3939, -2.0235], [-2.6161, 2.7508, -2.3225], [2.4508, -0.0073, -1.3939], [1.5478, 0.3171, -0.6824], [0.8773, 1.4736, -0.8122], [-0.1650, 1.6170, 0.1651], [0.0712, 0.3503, 1.0323], [1.1274, -0.3332, 0.3987], [-0.0568, 2.4602, 0.8398], [-1.1599, 1.5952, -0.2626], [-0.8057, -0.2717, 1.2024], [0.4628, 0.6473, 2.0070]], "atomic_forces_ev_per_a": [[-0.9330, -0.1803, 0.0254], [0.4178, 1.5781, 0.1008], [-0.6495, 0.2397, -0.0301], [-0.3143, -0.0958, -0.4568], [0.0762, 0.0906, 0.2853], [0.0695, -0.1626, -0.0943], [0.1267, -0.5199, -0.2849], [0.1423, 0.1290, 0.2102], [0.2642, -0.3973, -0.0157], [-0.0384, 0.1315, 0.0193], [-0.0625, -0.0889, -0.1022], [0.7182, -0.0324, 0.1008], [0.1043, -0.6396, 0.2994], [0.7154, 0.5068, 0.6791], [-0.9040, -0.2026, -0.4712], [1.1559, -0.3136, 0.3394], [-0.5987, -0.2953, 0.1029], [0.3944, 1.0901, -0.3876], [-0.2306, -0.2384, 0.3727], [0.2496, -0.5885, -0.0259], [-0.2823, -0.2838, 0.0703], [0.0508, -0.1686, -0.3270], [-0.3986, 0.1538, -0.0400], [0.2165, 0.0523, 0.1297], [-0.2906, -0.0005, 0.0347], [-0.2452, 0.2201, -0.3995], [0.1032, 0.3739, -0.4775], [-0.6034, 0.2583, -0.6545], [0.0909, 0.2530, -0.2314], [-1.3161, -0.5266, 0.0928], [1.3938, -0.5066, -0.5485], [-0.4834, 0.5039, 0.2049], [0.0940, 0.0241, 0.4627], [-0.0402, -0.0572, 0.5111], [-0.0997, -0.3581, 0.1686], [-0.0566, -0.4777, 0.1478], [0.0924, 0.2965, -0.0073], [0.3776, 0.3741, -0.2613], [0.3805, -0.2058, 0.4678], [0.7296, -0.1225, 0.5882], [-0.1254, -0.6112, -0.8497], [-0.6738, 1.0147, 1.0655], [0.1818, -0.2790, -0.3343], [-0.7487, -0.0499, -0.0667], [0.1484, -0.0232, 0.4944], [0.5170, 0.2191, -0.9685], [-0.3828, 0.2037, 0.1095], [0.1809, 0.3541, 0.0552], [-0.3369, -0.1821, -0.2318], [0.0387, -0.0519, 0.2204], [0.2360, -0.4439, -0.0454], [0.1621, -0.0113, 0.0101], [-0.1891, -0.0955, 0.6016], [0.3163, -0.7252, -0.5090], [-1.0341, -0.4064, 1.3031], [1.3668, 0.9474, -0.1492], [-0.0167, -0.0759, 0.1406], [-0.4183, -0.5670, -0.3184], [-0.4692, 1.1121, -0.2294], [-0.1591, 0.2051, -0.0044], [-0.1601, 0.2072, -0.5180], [0.3625, -0.3940, -0.1130], [-0.0082, 0.8063, 0.0771], [0.2262, 0.0933, -0.0580], [-0.1442, -0.2419, -0.0447], [0.1028, -0.5914, 0.3273], [0.2705, -0.3037, -0.4500], [0.7344, -0.3084, 0.9323], [-1.4657, 1.1194, -0.0181], [-0.1258, 0.4029, -0.5127], [0.2547, -0.6350, 0.6299], [0.4034, 0.5323, -0.2009], [-0.3204, -0.5362, -0.1216], [0.6133, -0.2354, -0.2651], [0.0241, 0.0023, -0.3601], [-0.0823, -0.0804, -0.0899], [-0.0886, 0.2858, -0.2338], [0.4434, -0.2001, 0.2717], [0.2537, -0.7427, -0.0589], [0.1664, 0.0523, -0.0493], [-0.5872, 0.1249, 0.2129], [-0.1011, 0.2467, -0.0872], [-2.8513, -0.2537, -0.2131], [0.7802, 0.0625, -0.5927], [-0.9406, -0.3389, 0.3042], [0.1754, 0.0362, -0.2861], [1.1759, 0.0534, 0.3557], [-0.0413, 0.8477, -0.7891], [0.9751, -0.0247, 0.3764], [0.9669, 0.6309, 0.0788], [0.2406, -0.2080, 0.1422], [0.2508, -0.0946, 0.4460], [-0.2453, -0.1944, -0.2749], [-0.2161, -0.5195, 0.5196], [1.9210, -0.2565, 0.3573], [-0.4940, 0.5612, -0.2355], [-0.4895, -0.1813, 0.9100], [0.4660, 0.3585, -0.3826], [-0.1608, -0.8034, -0.8378], [-0.4455, 0.8320, -0.2685], [-0.1041, 0.0059, 0.5058], [-0.5414, -0.4485, -0.0957], [-0.7188, 0.0813, -0.7389], [0.2027, 0.1342, -0.2351], [-0.1711, -0.6149, 0.5175], [0.3706, 0.2490, 0.3381], [-0.2848, -0.2636, 0.0284], [0.4147, 0.7149, 0.0561], [-0.5898, 0.9547, -0.3749], [0.2304, -1.5054, 0.9756], [-0.0570, 1.0511, 0.9560], [0.0277, -1.2172, -0.3119], [0.2910, 0.4355, -0.6088], [0.2136, 0.2008, -0.4647], [0.1199, -0.1936, -0.3820], [-0.2534, -0.0422, 0.0631]], "e_above_lowest_kj_mol": 165.0, "max_force_ha_per_bohr": 0.05582, "energy_ev": -90411.6115, "lumo_ev": -0.214, "gap_ev": 9.9}